114
Properties=species:S:1:pos:R:3:forces:R:3:lowdin_charge:R:1 method="wB97M-V/def2-TZVPD" orbital_gap_ev="5.0 / 5.9" e_homo_ev="-3.05 / -3.97" lumo_energy_ev="1.98 / 1.97" charge=-1 spin_multiplicity=4 s2=3.76
V 0.10659 -0.42160 0.82217 -0.1 0.1 -0.1 0.21
N 1.63129 1.58269 3.48237 0.0 0.2 -0.1 0.04
N 2.49008 2.39884 2.72305 -0.1 -0.4 0.0 -0.08
C 2.34441 2.62258 1.41257 0.1 0.0 -0.1 -0.84
N 3.23518 3.52158 0.87585 0.0 0.0 0.0 0.07
S 1.16790 1.95059 0.43993 -0.2 0.1 0.0 0.75
H 0.68903 1.81176 3.16808 0.1 0.1 0.1 0.04
H 1.76251 0.60918 3.18786 0.1 0.0 0.0 0.02
H 3.27627 2.78248 3.21878 -0.1 0.0 0.1 0.13
H 4.13634 3.60714 1.32014 0.0 0.0 0.0 0.09
H 3.25816 3.51238 -0.13140 0.0 0.0 0.0 0.07
Cl 3.70567 -6.46498 2.83111 0.0 0.0 0.0 0.61
C 3.06656 -4.85040 2.63926 0.0 0.0 0.0 -0.69
C 1.87697 -4.66290 1.96098 -0.1 0.0 -0.1 -0.14
C 1.37511 -3.38313 1.81594 0.1 -0.2 0.0 -0.52
Cl -0.15040 -3.17824 0.99750 -0.1 -0.1 0.1 0.79
C 2.02863 -2.22849 2.30493 0.0 0.2 0.1 -0.48
O 1.59137 -1.03559 2.14917 0.3 -0.1 0.2 -0.27
C 3.22155 -2.50609 3.02537 -0.1 0.0 0.0 -0.57
Cl 4.04035 -1.15335 3.75160 0.0 0.0 0.0 0.70
C 3.74262 -3.77238 3.18700 0.0 0.0 0.0 -0.15
H 1.33819 -5.50464 1.54728 0.0 0.0 0.0 0.10
H 4.66222 -3.91686 3.73659 0.0 0.0 0.0 0.10
C -3.28988 0.65089 3.15977 0.0 0.0 0.0 -0.15
N -2.53844 -0.67232 3.12063 0.0 0.0 0.1 -0.13
C -3.37085 -1.68734 2.33288 0.0 0.0 0.0 -0.14
N -3.99218 -1.20839 1.15340 0.1 0.0 -0.1 -0.16
C -4.71949 0.01763 1.41496 0.0 0.0 0.0 -0.18
N -3.85478 1.06059 1.93182 0.0 0.0 0.0 -0.15
C -2.93032 1.58294 0.91229 0.0 0.0 0.0 -0.26
P -1.97814 0.39582 -0.22109 -0.3 0.0 -0.2 0.80
C -1.05602 -0.57530 2.75133 -0.2 0.1 0.4 -0.20
C -3.16984 -1.08689 -0.06505 0.0 0.1 0.1 -0.26
H -2.59405 1.39414 3.54492 0.1 0.0 0.0 0.13
H -4.10118 0.49338 3.87833 0.0 0.0 0.0 0.13
H -2.57606 -1.01420 4.07860 0.0 0.0 0.0 0.15
H -4.15171 -1.99057 3.03876 0.0 0.0 0.0 0.13
H -2.71184 -2.52573 2.12210 0.1 0.0 0.0 0.11
H -5.50480 -0.18175 2.15336 0.0 0.0 0.0 0.12
H -5.18005 0.36247 0.48890 0.0 0.0 0.0 0.14
H -2.19946 2.21554 1.41990 0.0 0.0 0.0 0.07
H -3.51578 2.22565 0.25019 0.0 0.0 0.0 0.08
H -0.70171 0.18032 3.46828 0.0 0.0 0.0 0.03
H -0.66232 -1.51981 3.15107 0.0 0.0 -0.1 0.03
H -2.57823 -1.99862 -0.17632 0.0 0.0 0.0 0.06
H -3.85515 -1.04734 -0.91208 0.0 0.0 0.0 0.05
N 1.15245 -1.00526 -0.79779 0.0 0.1 -0.3 -0.30
P 1.95437 -1.24230 -2.05017 0.3 -0.3 -0.2 0.55
N 1.69255 -2.75690 -2.78152 -0.1 -0.1 0.3 -0.20
C 0.49988 -3.49219 -2.35430 0.1 -0.1 -0.1 -0.25
C 0.05509 -4.45193 -3.44975 0.0 0.0 0.0 -0.19
C 1.12659 -5.52175 -3.70283 0.0 0.0 0.0 -0.20
C 2.53528 -4.94040 -3.49073 0.0 0.0 0.0 -0.19
C 2.53599 -3.43544 -3.75008 0.0 0.0 0.0 -0.25
N 1.79833 -0.12763 -3.30426 0.1 0.3 0.2 -0.21
C 2.53697 -0.19185 -4.54558 0.0 0.1 0.0 -0.22
C 3.38916 1.06204 -4.74345 0.0 0.0 0.0 -0.19
C 2.51111 2.31002 -4.68326 0.0 0.0 0.0 -0.21
C 1.69892 2.33499 -3.38834 0.0 0.0 0.0 -0.20
C 0.92590 1.03052 -3.21212 -0.1 -0.1 -0.1 -0.23
N 3.68037 -1.31126 -1.89047 -0.2 0.0 0.0 -0.19
C 4.22028 -0.03350 -1.38376 0.0 0.0 0.0 -0.23
C 4.49201 -0.07365 0.11544 0.0 -0.1 0.0 -0.19
C 5.59403 -1.09540 0.42652 0.0 0.0 0.0 -0.20
C 5.54284 -2.25079 -0.58420 0.0 0.0 0.0 -0.18
C 4.12135 -2.46325 -1.08261 0.0 0.1 0.1 -0.22
H -0.28763 -2.77694 -2.11722 0.0 0.0 0.0 0.09
H 0.69091 -4.05977 -1.43129 0.0 0.0 -0.1 0.08
H -0.12613 -3.87565 -4.36161 0.0 0.0 0.0 0.11
H -0.89459 -4.91697 -3.17556 0.0 0.0 0.0 0.10
H 1.02737 -5.91504 -4.71847 0.0 0.0 0.0 0.10
H 0.97409 -6.36536 -3.02387 0.0 0.0 0.0 0.10
H 3.26210 -5.43549 -4.13967 0.0 0.0 0.0 0.10
H 2.85647 -5.10802 -2.46032 0.0 0.0 0.0 0.10
H 2.19468 -3.26388 -4.78424 0.0 0.0 0.0 0.11
H 3.54642 -3.03001 -3.68663 0.0 0.0 0.0 0.09
H 1.82927 -0.26973 -5.38783 0.0 0.0 0.0 0.12
H 3.16831 -1.07562 -4.56352 0.0 0.0 0.0 0.08
H 3.92563 1.00776 -5.69647 0.0 0.0 0.0 0.10
H 4.13604 1.09687 -3.94449 0.0 0.0 0.0 0.09
H 1.81812 2.29840 -5.53372 0.0 0.0 0.0 0.11
H 3.11946 3.21426 -4.78215 0.0 0.0 0.0 0.10
H 0.99523 3.17174 -3.39498 0.0 0.0 0.0 0.10
H 2.36428 2.48659 -2.53086 0.0 -0.1 0.0 0.08
H 0.16960 0.97517 -4.01159 0.0 0.0 0.0 0.12
H 0.37102 0.98965 -2.27869 0.0 0.0 0.1 0.05
H 3.49576 0.75272 -1.59809 0.0 0.0 0.0 0.08
H 5.14507 0.22068 -1.92206 0.0 0.0 0.0 0.11
H 3.55580 -0.33845 0.61400 0.0 0.0 0.0 0.08
H 4.77599 0.92122 0.47483 0.0 0.0 0.0 0.10
H 5.46367 -1.47998 1.43945 0.0 0.0 0.0 0.06
H 6.57882 -0.61845 0.39247 0.0 0.0 0.0 0.10
H 5.91458 -3.17449 -0.13431 0.0 0.0 0.0 0.11
H 6.18266 -2.03531 -1.44564 0.0 0.0 0.0 0.11
H 3.45361 -2.62652 -0.22134 0.0 0.0 0.0 0.11
H 4.07842 -3.36323 -1.69116 0.0 -0.1 -0.1 0.09
C -1.79819 3.83436 -1.42387 0.0 0.0 -0.1 -0.05
C -2.95026 3.22889 -2.17656 0.0 -0.1 0.0 -0.23
C -3.85985 4.04896 -2.82809 0.0 0.0 0.0 -0.09
C -4.85884 3.52659 -3.64062 0.0 0.0 0.0 -0.13
C -4.91729 2.15340 -3.81682 0.0 0.0 0.0 -0.09
C -4.03338 1.29622 -3.17123 -0.1 0.0 0.0 -0.23
C -4.10117 -0.18427 -3.43212 0.0 0.0 0.0 -0.07
C -3.04286 1.81204 -2.29846 0.0 0.0 0.0 -0.31
N -2.12547 0.99815 -1.69697 0.3 0.1 0.0 -0.20
H -1.91980 4.91574 -1.33154 0.0 0.0 0.0 0.07
H -0.86245 3.63032 -1.94971 0.0 0.0 0.0 0.06
H -1.66633 3.41422 -0.42943 0.0 0.0 0.1 0.03
H -3.77027 5.12525 -2.71126 0.0 0.0 0.0 0.09
H -5.55871 4.18042 -4.14718 0.0 0.0 0.0 0.08
H -5.66453 1.73036 -4.48233 0.0 0.0 0.0 0.10
H -4.54847 -0.38354 -4.40814 0.0 0.0 0.0 0.07
H -4.70777 -0.70510 -2.68483 0.0 0.0 -0.1 0.06
H -3.09960 -0.61540 -3.39407 0.0 0.0 0.0 0.07